1.
ORCA calculation (ωB97M-V/def2-TZVPD) on a structure of composition C10H10N2NiO4S2Se4 at a distorted geometry.

```
! RIJCOSX wB97M-V def2-TZVPD def2/J DEFGRID3
* xyz -2 1
Ni 0.8821 -0.2583 -2.9882
Se 3.2431 0.0455 -3.1138
Se 3.6574 2.2492 -2.5864
Se 1.8166 3.4053 -2.9482
Se 0.4303 1.8693 -3.9699
N -1.0990 -0.5544 -2.9624
C -1.4829 -1.8648 -2.4121
C -1.0193 -2.9735 -3.3331
C 0.5042 -3.1727 -3.4075
O 0.9021 -4.2959 -3.7158
O 1.2540 -2.1647 -3.1735
H -1.4330 0.2026 -2.3728
H -1.4960 -0.4176 -3.8870
H -2.5677 -1.9168 -2.2645
H -1.0065 -1.9426 -1.4343
H -1.3708 -2.7818 -4.3554
H -1.4562 -3.9258 -3.0333
O 1.2142 -1.6710 4.1509
S 0.0149 -1.1367 3.5525
O -1.2345 -1.6748 4.0411
N 0.0768 -1.1659 1.9310
C 0.0618 0.0446 1.4048
S 0.0456 0.4604 -0.2181
C 0.0344 1.1464 2.4394
C 0.0480 2.5185 2.2467
C 0.0176 3.3382 3.3672
C -0.0247 2.8014 4.6539
C -0.0322 1.4255 4.8450
C 0.0007 0.6300 3.7167
H 0.0910 2.9120 1.2388
H 0.0325 4.4145 3.2430
H -0.0463 3.4655 5.5101
H -0.0580 0.9882 5.8351
*
```

HOMO-LUMO gap (spin up / spin down) = 0.1975 / 0.1992 hartree
E_HOMO (spin up / spin down) = -0.851 / -0.898 eV
largest force on an atom = 0.059 Eh/bohr

2.
ORCA calculation (ωB97M-V/def2-TZVPD) on a structure of composition C11H18Cl14CuF3NaO3S at a distorted geometry.

```
! RIJCOSX wB97M-V def2-TZVPD def2/J DEFGRID3
* xyz 2 2
Na -5.5367 10.2820 -12.5576
Cu -1.5720 7.0700 -13.2154
C -1.0132 11.4801 -11.8541
F -1.7077 12.5933 -11.7450
F -0.6304 11.3536 -13.1058
F 0.0776 11.5742 -11.1504
S -2.0278 9.9092 -11.2395
O -1.8490 9.8524 -9.7962
O -3.3669 10.1675 -11.7424
O -1.4178 8.7459 -11.9601
Cl 3.0054 15.4576 -12.1327
C 2.0759 14.3156 -11.2024
C 2.6261 14.3398 -9.7715
Cl 2.5106 15.9975 -9.1022
H 1.9861 13.3597 -11.7185
H 1.0557 14.6921 -11.1282
H 3.6432 13.9489 -9.7438
H 2.0197 13.7239 -9.1074
Cl -5.5395 8.4092 -10.1430
C -4.5691 8.0234 -8.7604
C -4.0132 6.6079 -8.8063
Cl -2.6323 6.3716 -9.9697
H -5.1383 8.2979 -7.8723
H -3.7668 8.7609 -8.7821
H -4.8395 5.9468 -9.0677
H -3.6349 6.2951 -7.8330
Cl 0.0806 8.9576 -14.5040
C 1.0228 10.2397 -15.5132
C 2.5364 10.3555 -15.1623
Cl 3.5346 8.8639 -15.4208
H 0.4368 11.1274 -15.2749
H 0.7952 10.0369 -16.5597
H 2.5558 10.6474 -14.1122
H 2.9965 11.1520 -15.7471
Cl -3.4794 11.9541 -14.6364
C -2.5088 13.2334 -15.4181
C -2.3518 14.4320 -14.4646
Cl -3.9570 15.2506 -14.3232
H -2.9724 13.5049 -16.3665
H -1.5616 12.8078 -15.7495
H -1.6594 15.1176 -14.9530
H -1.8265 14.1726 -13.5454
C -1.1365 8.0364 -7.0518
Cl -1.1312 6.4282 -6.2764
Cl 0.5790 8.4916 -7.0033
Cl -2.0891 9.0504 -6.0320
H -1.4731 7.9476 -8.0847
C -1.2421 12.4510 -7.9173
Cl -2.9845 12.0343 -8.0377
Cl -0.6733 12.6118 -6.2251
Cl -0.8909 13.8684 -8.8966
H -0.6361 11.6723 -8.3805
*
```

HOMO-LUMO gap (spin up / spin down) = 0.2948 / 0.0776 hartree
E_HOMO (spin up / spin down) = -14.338 / -14.338 eV
largest force on an atom = 0.043 Eh/bohr

3.
ORCA calculation (ωB97M-V/def2-TZVPD) on a cluster of 10 separate species, C20H60N10O10 in total at a distorted geometry.

```
! RIJCOSX wB97M-V def2-TZVPD def2/J DEFGRID3
* xyz 0 1
N 0.2714 -4.0584 18.7779
C 0.7016 -5.1657 19.4264
N 0.3473 -6.3780 18.8970
O 1.5082 -5.1682 20.3379
H -0.5615 -4.1613 18.1885
H 0.2538 -3.1412 19.2706
H -0.3301 -6.4451 18.1162
H 0.8812 -7.1796 19.2298
N -2.8377 -1.0461 20.9438
C -3.0123 -2.4118 20.5929
N -2.1664 -3.3047 21.2627
O -3.9261 -2.7035 19.7936
H -1.8721 -0.7233 21.2132
H -3.3531 -0.4316 20.3711
H -2.1114 -4.2568 20.9780
H -1.2541 -3.0046 21.6189
N 1.9974 -0.2342 22.1022
C 1.2643 -1.2925 21.6889
N 1.6689 -2.5633 22.0314
O 0.1459 -1.0951 21.1048
H 2.8420 -0.2468 22.7046
H 1.5957 0.5629 21.6474
H 2.5945 -2.5860 22.4093
H 1.5040 -3.3500 21.4639
N -1.9794 7.2825 20.1863
C -2.1557 6.2187 19.4013
N -2.2211 6.4670 18.0475
O -2.2806 5.0899 19.8344
H -1.8219 7.2327 21.1671
H -1.8380 8.2073 19.7890
H -2.1909 5.6729 17.4150
H -2.2950 7.3462 17.6180
N -3.6721 -5.2566 18.4277
C -2.7509 -4.9796 17.3665
N -2.7765 -3.5959 17.0390
O -2.0248 -5.8243 16.8855
H -4.3080 -4.5004 18.6828
H -3.9647 -6.2465 18.5324
H -1.9686 -3.1747 16.6479
H -3.1557 -2.9663 17.8041
C -3.8355 4.5417 22.8909
C -3.0149 3.3309 22.4189
C -2.0001 2.7651 23.3850
O -3.9483 2.2335 21.8981
H -4.8447 4.1820 23.1303
H -3.9219 5.2348 21.9960
H -3.3231 4.9492 23.7496
H -2.6061 3.5832 21.4231
H -1.0819 3.4014 23.5327
H -1.6830 1.7685 23.1833
H -2.5470 2.6108 24.3110
H -4.3774 1.8043 22.6833
C 5.3494 -2.1684 23.8251
C 4.5808 -1.4101 24.9675
C 5.4520 -0.9736 26.0721
O 4.0885 -0.2001 24.3522
H 4.7049 -2.3536 23.0193
H 5.8776 -3.0149 24.2262
H 6.1694 -1.4753 23.4478
H 3.7279 -2.0913 25.3506
H 5.7161 -1.7974 26.7245
H 4.9569 -0.1733 26.7266
H 6.3424 -0.4290 25.7185
H 3.6572 0.3778 25.0248
C -2.8221 1.9155 17.9914
C -2.7027 2.7855 16.7216
C -3.8300 3.8460 16.6752
O -1.5415 3.6096 16.6453
H -2.9456 2.4574 18.8846
H -2.0107 1.1673 18.0043
H -3.7215 1.2873 17.8111
H -2.7184 2.0296 15.9399
H -4.0428 4.3873 17.6157
H -4.8034 3.2771 16.5647
H -3.6982 4.5572 15.8162
H -0.7247 3.0881 16.8170
C 1.0298 4.4929 20.8009
C 0.4472 3.3026 19.9706
C 1.0543 3.1393 18.6166
O 0.5453 2.1154 20.7984
H 1.2094 5.3429 20.1883
H 1.9291 4.0971 21.2716
H 0.3116 4.8026 21.5631
H -0.6385 3.5044 19.7357
H 2.0324 2.7062 18.8582
H 1.2300 4.0421 18.0530
H 0.5359 2.3799 18.0594
H -0.0180 1.4828 20.3156
C 5.7542 2.8774 24.1923
C 5.5401 3.7046 25.4614
C 5.0019 5.1456 25.4020
O 4.4797 2.9877 26.1188
H 4.8460 2.7892 23.6152
H 6.2052 1.9257 24.3169
H 6.4476 3.3767 23.5818
H 6.4308 3.7296 26.1003
H 4.1911 5.2101 24.7092
H 5.7117 5.9227 25.2265
H 4.5555 5.4469 26.3770
H 4.8173 2.8513 27.0282
*
```

energy relative to the best compared isomer or geometry (same formula, charge and spin) = 43.9 kcal/mol
HOMO-LUMO gap = 0.3646 hartree
SMILES string = NC(N)=O.NC(N)=O.NC(N)=O.NC(N)=O.NC(N)=O.CC(C)O.CC(C)O.CC(C)O.CC(C)O.CC(C)O
E_HOMO = -9.446 eV
largest force on an atom = 0.067 Eh/bohr

4.
ORCA calculation (ωB97M-V/def2-TZVPD) on the ion C29H44Cl2FN3O3P with charge +1 at a distorted geometry.

```
! RIJCOSX wB97M-V def2-TZVPD def2/J DEFGRID3
* xyz 1 1
H -0.9433 -2.2582 5.0599
N -1.4288 -2.9349 4.4581
C -1.3883 -2.4635 3.2731
C -2.0951 -3.2716 2.1876
C -0.6824 -1.1000 3.0393
C -0.8168 -0.5083 1.6452
C -1.7403 0.5052 1.5266
C -2.6550 0.9922 2.6483
Cl -4.4128 0.7775 2.2138
C -2.3366 2.4777 3.1397
C -3.4792 3.4876 2.9333
Cl -0.7545 3.0767 2.4734
N -1.9036 1.1564 0.3368
F -2.7873 2.1715 0.3107
C -1.2438 0.9065 -0.7884
P -1.7128 2.0761 -2.1890
C -3.4452 1.7289 -2.7493
C -3.6213 0.1645 -2.7711
C -1.4358 3.8476 -1.6768
C -2.7212 4.7418 -1.6041
C -0.2950 -0.1602 -0.8142
C 0.4341 -0.5018 -2.0140
C 0.3699 0.1313 -3.4033
C 1.1880 1.4877 -3.5298
C 1.7693 1.9912 -2.1975
O 2.5277 3.1939 -2.5160
C 3.7276 3.1164 -1.7952
C 3.6489 3.4010 -0.2915
O 4.7541 2.8122 -2.3378
C 1.3098 -1.5693 -1.9557
C 1.5021 -2.2976 -0.7604
C 2.4873 -3.4797 -0.9095
C 3.9350 -3.1062 -0.3807
C 4.1138 -1.5850 -0.1076
O 5.5075 -1.3219 0.1181
C 0.8492 -2.0014 0.4559
C 1.2126 -2.9605 1.5811
N 0.5654 -4.2807 1.3310
C 1.3631 -5.4052 1.8420
C -0.0777 -0.8975 0.4359
H -1.8103 -4.3260 2.3223
H -3.1893 -3.2219 2.2976
H -1.7602 -3.0153 1.1693
H 0.4033 -1.1204 3.2480
H -1.0364 -0.4437 3.8491
H -2.5981 0.3880 3.5539
H -2.1714 2.4393 4.2283
H -3.1269 4.4900 3.2355
H -4.3181 3.2460 3.6033
H -3.8626 3.5441 1.9073
H -3.5590 2.0652 -3.7912
H -4.2317 2.1140 -2.0834
H -4.3394 -0.1143 -3.5614
H -4.0314 -0.2168 -1.8212
H -2.6833 -0.3612 -3.0227
H -0.7718 4.2870 -2.4378
H -0.9156 3.8711 -0.7047
H -2.6717 5.2966 -0.6474
H -3.6682 4.1877 -1.5791
H -2.6936 5.5160 -2.3840
H -0.6513 0.2446 -3.7923
H 0.8593 -0.5368 -4.1365
H 1.9591 1.4117 -4.3132
H 0.4580 2.2362 -3.8834
H 2.4690 1.2527 -1.7675
H 0.9565 2.2768 -1.5081
H 4.5813 3.8820 0.0314
H 3.5568 2.4461 0.2570
H 2.7690 4.0106 -0.0320
H 1.8657 -1.8568 -2.8527
H 2.6187 -3.6875 -1.9866
H 2.1007 -4.4036 -0.4694
H 4.0662 -3.6062 0.5938
H 4.7331 -3.4018 -1.0732
H 3.8322 -0.9569 -0.9675
H 3.5841 -1.2562 0.8043
H 5.6895 -1.3571 1.0630
H 1.0227 -2.7236 2.6262
H 2.3040 -3.1623 1.5236
H 0.3304 -4.3810 0.3538
H 2.2178 -5.0992 2.4645
H 1.6937 -6.0397 0.9953
H 0.7309 -6.0587 2.4702
*
```

HOMO-LUMO gap = 0.2485 hartree
SMILES string = [H]/N=C(/C)Cc1c([C@H](Cl)[C@H](C)Cl)[n+](F)c(P(CC)CC)c2c(CCCOC(C)=O)cc(CCCO)c(CNC)c12
E_HOMO = -11.126 eV
largest force on an atom = 0.049 Eh/bohr

5.
ORCA calculation (ωB97M-V/def2-TZVPD) on the molecule H2N2O3S at a distorted geometry.

```
! RIJCOSX wB97M-V def2-TZVPD def2/J DEFGRID3
* xyz 0 1
N -0.7433 -0.6839 -0.9528
N 0.4270 1.1419 0.4861
O 0.8685 1.7707 -0.4088
O -0.0631 1.5225 1.5140
O 0.0813 -1.1133 1.6631
S 0.7786 -0.6964 0.5056
H -0.4237 -0.2234 -1.8166
H -0.9253 -1.7181 -0.9905
*
```

energy relative to the best compared isomer or geometry (same formula, charge and spin) = 61.6 kcal/mol
HOMO-LUMO gap (spin up / spin down) = 0.3477 / 0.3477 hartree
E_HOMO (spin up / spin down) = -10.434 / -10.433 eV
largest force on an atom = 0.087 Eh/bohr